(1)
43
Properties=species:S:1:pos:R:3:nbo_charge:R:1 method="wB97M-V/def2-TZVPD" homo_ev="1.889 / 2.189" multiplicity=4 charge=-2 s_squared=3.929
I -1.183 0.517 -2.890 -0.57
Cr 0.024 0.206 -0.837 0.28
Cl -1.107 -0.529 2.488 2.48
O -1.089 -1.853 3.068 -0.83
O -1.275 -0.669 0.980 -0.84
O 0.193 0.163 2.758 -0.86
O 2.760 1.068 -1.700 -0.69
O -2.204 0.280 2.997 -0.84
N 1.756 -1.952 0.565 -0.39
N -0.190 2.802 0.909 -0.39
N 0.231 -2.792 -0.704 -0.39
N -2.124 2.130 0.255 -0.37
C -0.785 1.867 0.102 0.17
C 1.651 0.646 -1.687 0.41
C 2.650 -1.078 1.302 -0.41
C 1.740 -3.325 0.790 -0.10
C -2.332 3.264 1.020 -0.08
C -1.122 3.688 1.438 -0.10
C 1.202 2.860 1.254 -0.40
C 1.276 -0.024 -3.920 -1.16
C -0.853 -2.964 -1.634 -0.41
C 0.869 -1.604 -0.413 0.21
C 0.788 -3.839 -0.009 -0.08
C -3.219 1.362 -0.251 -0.45
H 2.413 -3.814 1.494 0.20
H -3.607 0.647 0.503 0.20
H -1.447 -2.036 -1.675 0.26
H -3.308 3.659 1.218 0.20
H 0.782 -0.544 -4.748 0.17
H 1.596 0.984 -4.166 0.17
H -2.907 0.796 -1.157 0.26
H -4.046 2.042 -0.523 0.17
H -0.475 -3.194 -2.645 0.20
H -1.518 -3.783 -1.310 0.18
H 1.919 -0.661 -3.332 0.16
H -0.835 4.509 2.069 0.20
H 0.420 -4.863 -0.124 0.20
H 1.820 2.728 0.349 0.24
H 3.139 -0.395 0.616 0.23
H 2.082 -0.521 2.050 0.24
H 1.450 3.836 1.718 0.18
H 1.443 2.063 1.985 0.22
H 3.420 -1.680 1.797 0.18


(2)
23
Properties=species:S:1:pos:R:3:nbo_charge:R:1 method="wB97M-V/def2-TZVPD" homo_ev="-6.736 / -10.030" multiplicity=3 s_squared=2.012
F 1.266 0.332 -3.349 -0.35
F -0.502 1.420 -2.573 -0.32
F 1.472 2.240 -2.436 -0.29
N 2.210 0.469 -0.418 -0.21
N 2.064 -0.143 0.862 -0.19
N -0.313 -1.666 -0.936 -0.79
C -1.241 1.453 1.022 -0.61
C 0.919 -0.712 0.975 0.29
C 0.805 1.152 -2.328 0.94
C -1.300 0.218 0.139 -0.43
C 1.069 0.455 -1.016 0.08
C -0.016 -0.369 -0.249 -0.01
C 0.453 -1.487 2.105 -0.70
H -0.834 -1.550 -1.746 0.37
H -0.322 -2.342 1.830 0.27
H -1.991 0.386 -0.844 0.22
H 1.269 -1.891 2.782 0.25
H -2.202 1.936 1.555 0.23
H -0.496 1.161 1.914 0.19
H 0.618 -1.983 -1.115 0.36
H -1.960 -0.608 0.617 0.23
H -0.907 2.232 0.426 0.21
H -0.063 -0.700 2.782 0.25


(3)
216
Properties=species:S:1:pos:R:3:mulliken_spin:R:1 method="wB97M-V/def2-TZVPD" homo_ev="0.871 / -5.880" multiplicity=2 charge=-1 s_squared=0.750
O -4.519 -5.039 -4.987 -0.10
O 1.723 3.558 5.570 -0.15
O -1.649 3.882 -6.384 -0.46
O -1.441 -2.718 -2.221 -0.06
O -0.931 10.730 1.350 -0.07
O 0.000 0.834 0.865 0.05
O 7.342 -6.176 2.116 -0.01
O -0.858 -0.858 -7.081 -0.17
O 0.125 2.901 10.618 -0.02
O 7.535 2.471 -6.120 -0.13
O -0.395 -2.133 9.408 -0.05
O -1.257 -7.569 -4.432 -0.04
O -2.771 5.754 -0.085 -0.13
O 5.017 -2.187 1.966 -0.04
O -3.165 -2.114 2.153 -0.03
O 1.947 2.103 -3.631 -0.18
O -4.720 2.139 1.148 -0.23
O 0.376 -4.500 2.726 -0.01
N -0.645 7.853 -0.099 -0.04
N -3.680 1.501 -5.818 0.12
N 4.461 1.803 -6.000 -0.01
N -0.079 2.461 7.737 -0.04
N -4.848 -0.372 -0.082 -0.02
N -3.353 -6.737 -2.812 -0.01
N 1.010 -1.667 -0.779 -0.07
N -0.808 -3.794 6.188 -0.05
N 7.565 -2.939 1.410 -0.04
C -1.144 -1.289 10.161 0.02
C 0.757 -0.266 1.273 -0.14
C 0.705 1.744 6.721 0.04
C 1.743 -0.916 0.265 -0.01
C -5.147 -3.914 -5.637 0.12
C -1.387 7.451 1.145 0.04
C -3.673 -1.346 -0.206 0.01
C -3.625 2.852 -5.298 0.00
C -2.193 -0.369 -6.824 0.29
C 0.103 -4.265 5.191 0.02
C -1.163 -2.839 8.445 0.02
C 2.156 4.150 4.311 0.19
C 4.970 -0.947 2.662 0.17
C -0.364 -4.481 1.537 -0.01
C -5.279 -5.785 -4.072 0.02
C 4.252 2.681 -4.844 0.00
C 5.297 -2.260 0.611 -0.04
C -0.562 1.507 8.770 0.03
C 7.003 1.364 -5.320 0.08
C -1.764 -8.527 -3.491 0.00
C 7.619 -7.512 2.282 0.00
C -0.438 11.973 1.895 0.05
C -1.480 -7.824 -5.806 0.05
C -4.072 6.407 -0.299 0.30
C -5.166 3.259 1.816 0.22
C 1.107 2.091 11.174 0.01
C -1.050 2.202 10.049 -0.01
C 7.770 -4.220 0.816 0.02
C 8.894 2.830 -5.773 0.14
C 3.404 2.101 -3.617 0.25
C -3.038 3.945 -6.244 0.31
C -0.921 -1.753 -8.244 0.20
C 8.341 -5.493 1.487 0.01
C -0.154 -3.232 7.376 -0.01
C 1.442 1.300 -4.693 -0.21
C -0.566 -1.748 -2.809 0.23
C -2.301 0.896 -5.888 -0.56
C 6.750 -2.051 0.536 0.02
C -1.033 9.171 -0.613 0.16
C 5.598 0.871 -5.897 0.12
C -3.931 -1.413 3.058 0.07
C -3.790 -2.433 0.870 0.02
C 0.186 -0.870 -1.751 0.10
C -1.043 5.129 -6.837 0.72
C -0.826 1.379 1.887 -0.32
C -0.571 -4.282 3.813 -0.01
C 1.027 2.377 5.432 -0.20
C -4.649 0.754 -0.903 0.02
C -2.291 -3.442 -3.098 -0.08
C -4.498 -7.080 -3.626 0.00
C -2.085 6.082 1.142 -0.05
C -0.289 10.284 0.135 0.05
C -2.573 -7.876 -2.336 0.01
C -5.205 2.013 -0.231 0.00
H -0.910 -8.972 -2.980 0.00
H -4.368 -7.733 -4.489 0.00
H -1.276 0.830 8.300 0.02
H -3.211 -3.310 0.582 0.00
H 6.936 -2.932 2.201 0.00
H 0.146 0.863 6.407 0.05
H -6.262 -5.996 -4.493 0.00
H 2.784 3.445 3.766 0.02
H 0.357 -4.607 0.729 -0.01
H 1.525 1.448 10.399 0.00
H -2.796 -0.115 -7.695 0.06
H -3.535 -1.819 -1.179 0.02
H -1.623 1.571 10.728 0.00
H -1.659 -3.689 8.913 0.02
H 6.920 1.567 -4.253 0.00
H 0.610 0.051 -2.151 -0.10
H 3.674 3.506 -5.259 0.03
H -0.903 2.437 1.635 0.03
H 6.863 -1.016 0.859 -0.02
H 1.827 2.642 11.779 -0.01
H -1.759 -7.535 -1.696 0.01
H -2.824 5.936 1.930 0.02
H 4.793 -1.372 0.231 0.06
H 8.540 -7.612 2.857 0.00
H -1.891 -2.144 8.027 0.00
H 4.374 -1.059 3.568 -0.03
H 8.497 -4.021 0.029 0.01
H 7.099 -1.986 -0.495 0.00
H -2.094 9.411 -0.541 0.04
H 1.980 0.362 -4.825 -0.01
H -1.380 5.490 -7.809 -0.02
H 8.823 -6.166 0.778 0.00
H -3.834 7.450 -0.507 0.03
H 0.585 -2.582 -0.826 0.01
H 5.658 0.460 -6.905 -0.01
H -3.555 3.835 -7.197 0.00
H -2.850 -2.729 -3.704 -0.01
H -0.943 7.193 -0.803 -0.02
H -2.398 -9.285 -3.950 0.00
H -2.964 -4.115 -2.567 0.02
H -1.709 -1.739 10.978 -0.02
H 0.785 10.109 0.200 0.00
H -5.796 -4.233 -6.453 -0.02
H -0.621 -0.436 -1.161 -0.01
H -4.878 -0.054 0.876 0.00
H 0.336 -5.314 5.373 0.01
H 8.986 -5.365 2.356 0.00
H -4.453 -3.223 -6.115 0.04
H -1.430 -4.576 6.337 0.00
H 2.429 -0.183 -0.159 0.04
H 9.308 3.679 -6.317 0.00
H -5.735 -3.321 -4.936 -0.01
H 1.343 4.518 3.686 0.04
H -1.437 -1.252 -9.063 -0.01
H 4.644 2.493 -6.715 0.00
H -1.090 -5.289 1.636 0.00
H 5.953 -0.516 2.853 0.00
H -3.390 -1.565 3.992 -0.01
H -0.861 -3.534 1.332 0.02
H -1.779 0.704 -4.951 0.12
H -3.315 4.889 -5.774 -0.06
H -0.573 -0.450 10.557 0.02
H 6.946 -4.552 0.185 -0.01
H 1.640 1.376 7.142 0.01
H -1.209 -8.866 -5.977 0.00
H -3.886 -0.356 2.796 -0.01
H 0.010 4.923 -7.028 0.01
H 6.788 -7.786 2.931 0.00
H 0.143 2.763 4.924 0.03
H -5.145 -7.714 -3.020 0.00
H -2.726 -0.833 -0.034 0.00
H -1.027 5.895 -6.061 -0.15
H 0.117 -1.974 -8.495 -0.01
H 1.305 0.043 2.163 0.08
H 0.354 11.914 2.642 -0.02
H -2.262 8.090 1.259 0.03
H -5.812 2.859 2.598 -0.02
H 0.708 1.453 11.963 0.00
H 5.103 3.245 -4.463 0.02
H -4.989 -1.660 3.154 0.00
H -4.742 6.399 0.560 0.03
H -3.620 0.923 -1.221 -0.01
H 7.750 0.571 -5.315 -0.02
H 5.308 0.039 -5.255 -0.07
H -1.774 0.855 1.758 0.08
H -0.159 12.630 1.071 0.00
H -3.045 -8.626 -1.701 0.00
H -0.358 11.150 -0.523 0.01
H -0.951 7.676 2.118 0.01
H -5.681 4.021 1.231 0.05
H -1.380 -5.011 3.815 0.00
H 0.133 -2.376 -3.362 0.01
H 0.190 0.760 9.027 0.01
H 2.481 -1.540 0.770 0.04
H -1.479 -2.672 -8.063 0.02
H 8.806 3.154 -4.736 -0.02
H -4.033 1.601 -6.759 -0.03
H -1.311 5.320 1.054 0.00
H -1.651 1.663 -6.310 -0.01
H -4.829 -2.745 0.970 -0.01
H -1.969 -0.850 9.600 0.01
H -5.553 -5.098 -3.271 0.01
H 3.601 2.665 -2.705 -0.12
H -2.725 -6.059 -3.219 0.00
H 7.605 -8.148 1.398 0.00
H -2.748 -1.217 -6.422 -0.05
H 4.418 -0.175 2.126 -0.01
H -3.081 2.904 -4.355 0.00
H 0.079 -1.107 1.421 0.04
H -4.448 5.903 -1.190 -0.12
H -4.935 2.927 -0.761 0.10
H -0.739 9.199 -1.662 -0.10
H 1.585 1.721 4.765 0.14
H 0.643 -3.919 7.661 0.01
H -6.266 1.820 -0.075 0.00
H -0.378 1.208 2.865 0.07
H 4.892 -3.114 0.069 0.04
H -1.011 -0.964 -3.421 0.01
H -5.109 0.586 -1.877 -0.01
H 0.963 -3.602 5.098 0.02
H -0.869 -3.243 3.669 0.02
H -2.544 -7.687 -6.001 0.00
H -4.640 3.212 -5.131 -0.08
H -1.167 12.500 2.510 0.00
H 0.365 1.200 -4.829 0.10
H 0.379 -2.398 6.922 0.02
H 2.823 4.972 4.572 -0.03
H 1.697 1.822 -5.615 0.04
H -4.418 3.757 2.432 -0.02
H -1.780 2.946 9.731 0.00
H -1.793 -4.001 -3.890 0.00
H 3.697 1.094 -3.319 0.09
H -0.832 -7.253 -6.470 -0.02
H 9.530 1.954 -5.651 -0.02
H 0.503 3.220 8.064 0.00